{
  "formula": "C26H75CdN4O14",
  "method": "wB97M-V/def2-TZVPD",
  "elements": ["Cd", "C", "C", "O", "H", "H", "H", "H", "H", "O", "H", "H", "O", "H", "H", "O", "H", "H", "O", "H", "H", "O", "H", "H", "C", "O", "C", "C", "N", "C", "C", "O", "C", "H", "H", "H", "H", "H", "H", "H", "H", "H", "H", "H", "H", "H", "H", "H", "C", "O", "C", "C", "N", "C", "C", "O", "C", "H", "H", "H", "H", "H", "H", "H", "H", "H", "H", "H", "H", "H", "H", "H", "C", "O", "C", "C", "N", "C", "C", "O", "C", "H", "H", "H", "H", "H", "H", "H", "H", "H", "H", "H", "H", "H", "H", "H", "C", "O", "C", "C", "N", "C", "C", "O", "C", "H", "H", "H", "H", "H", "H", "H", "H", "H", "H", "H", "H", "H", "H", "H"],
  "positions_angstrom": [[1.837, 1.903, -2.722], [-1.211, -0.010, -0.390], [-0.319, -0.327, -1.535], [0.102, 0.755, -2.279], [-0.652, 0.410, 0.447], [-1.752, -0.893, -0.050], [-1.987, 0.691, -0.696], [-0.851, -1.063, -2.137], [0.516, -0.989, -1.304], [-1.232, -0.057, -4.850], [-0.376, -0.315, -5.192], [-1.073, 0.129, -3.924], [0.786, -3.275, -3.198], [1.548, -3.534, -2.680], [0.950, -2.359, -3.425], [3.175, 0.547, -2.148], [3.946, 0.491, -1.583], [2.925, -0.364, -2.304], [0.324, 3.526, -3.165], [-0.564, 3.308, -3.449], [0.419, 4.457, -3.365], [-2.327, 2.609, -2.448], [-1.654, 1.936, -2.350], [-3.141, 2.118, -2.563], [-3.989, -2.369, 3.943], [-2.642, -2.373, 3.460], [-1.776, -1.511, 4.296], [-0.364, -1.751, 3.673], [0.254, -3.100, 3.650], [1.378, -3.109, 2.767], [1.869, -4.545, 2.509], [1.293, -5.272, 1.475], [0.385, -6.269, 1.951], [-4.721, -3.001, 3.441], [-4.400, -1.360, 3.919], [-4.101, -2.638, 4.993], [-1.781, -1.739, 5.362], [-1.955, -0.436, 4.278], [0.370, -1.001, 3.966], [-0.613, -1.385, 2.677], [-0.433, -3.813, 3.456], [2.141, -2.424, 3.136], [1.125, -2.674, 1.800], [1.881, -5.168, 3.404], [2.896, -4.384, 2.179], [0.816, -7.104, 2.503], [-0.178, -6.672, 1.109], [-0.494, -5.801, 2.394], [-2.272, 4.928, -4.842], [-1.636, 5.635, -3.633], [-2.581, 6.626, -3.053], [-3.664, 6.132, -2.145], [-3.164, 4.988, -1.324], [-4.130, 4.380, -0.441], [-3.452, 3.313, 0.433], [-4.041, 3.377, 1.781], [-3.353, 2.603, 2.671], [-2.425, 5.585, -5.699], [-3.242, 4.457, -4.682], [-1.637, 4.080, -5.094], [-2.862, 7.379, -3.790], [-2.018, 7.323, -2.433], [-4.484, 5.764, -2.763], [-3.993, 6.980, -1.544], [-2.900, 4.270, -1.984], [-4.870, 3.943, -1.111], [-4.649, 5.018, 0.275], [-2.383, 3.485, 0.306], [-3.744, 2.314, 0.109], [-3.911, 2.474, 3.598], [-2.413, 3.085, 2.942], [-3.196, 1.540, 2.490], [7.071, 8.205, 3.987], [6.700, 6.811, 3.996], [6.756, 6.260, 2.686], [6.367, 4.799, 2.849], [4.983, 4.592, 3.252], [4.646, 3.165, 3.503], [4.398, 2.294, 2.249], [3.043, 2.396, 1.820], [2.113, 1.717, 2.606], [8.143, 8.161, 4.177], [6.602, 8.752, 4.804], [7.035, 8.758, 3.048], [7.775, 6.389, 2.322], [6.116, 6.709, 1.926], [7.052, 4.186, 3.434], [6.411, 4.401, 1.835], [4.752, 5.258, 3.975], [3.820, 3.088, 4.209], [5.500, 2.726, 4.020], [4.632, 1.278, 2.567], [5.097, 2.656, 1.495], [2.300, 0.667, 2.829], [1.174, 1.794, 2.057], [1.909, 2.211, 3.556], [-3.094, -4.047, 0.374], [-2.224, -5.038, -0.198], [-1.201, -4.494, -1.070], [-0.627, -5.729, -1.858], [-1.544, -6.124, -2.840], [-1.476, -7.542, -3.053], [-1.944, -7.829, -4.467], [-1.235, -6.998, -5.429], [0.142, -7.402, -5.678], [-3.703, -4.389, 1.211], [-3.873, -3.651, -0.277], [-2.613, -3.175, 0.816], [-0.412, -3.940, -0.561], [-1.618, -3.796, -1.796], [-0.373, -6.598, -1.250], [0.342, -5.430, -2.259], [-2.407, -6.018, -2.325], [-2.025, -8.082, -2.282], [-0.465, -7.939, -2.962], [-2.951, -7.415, -4.530], [-1.891, -8.848, -4.850], [0.697, -6.478, -5.515], [0.240, -7.829, -6.676], [0.531, -7.958, -4.826]],
  "homo_lumo_gap_ev": [4.0, 1.4],
  "total_charge": 2,
  "spin_multiplicity": 2,
  "fmax_ev_per_a": 4.19,
  "s2": 0.75
}

---

{
  "formula": "C47H49AlF7O",
  "method": "wB97M-V/def2-TZVPD",
  "elements": ["C", "C", "O", "C", "Al", "C", "C", "H", "H", "H", "H", "H", "H", "H", "H", "H", "H", "H", "H", "H", "H", "F", "C", "C", "C", "C", "C", "C", "H", "H", "H", "H", "H", "F", "C", "C", "C", "C", "C", "C", "H", "H", "H", "H", "H", "F", "C", "C", "C", "C", "C", "C", "H", "H", "H", "H", "H", "F", "C", "C", "C", "C", "C", "C", "H", "H", "H", "H", "H", "F", "C", "C", "C", "C", "C", "C", "H", "H", "H", "H", "H", "F", "C", "C", "C", "C", "C", "C", "H", "H", "H", "H", "H", "F", "C", "C", "C", "C", "C", "C", "H", "H", "H", "H", "H"],
  "positions_angstrom": [[5.761, -1.853, 4.570], [4.980, -1.215, 5.705], [5.163, 0.179, 5.715], [3.975, 0.929, 5.337], [3.034, 0.467, 3.579], [1.818, -1.158, 3.684], [1.009, -1.282, 4.976], [5.595, -1.322, 3.640], [6.816, -1.758, 4.814], [5.545, -2.917, 4.486], [5.381, -1.616, 6.640], [3.926, -1.490, 5.668], [4.316, 1.957, 5.235], [3.272, 0.952, 6.179], [4.113, 0.369, 2.357], [2.084, 1.751, 3.231], [1.102, -1.100, 2.864], [2.369, -2.083, 3.537], [1.634, -1.306, 5.866], [0.445, -2.222, 4.989], [0.272, -0.491, 5.077], [2.550, 3.331, 0.985], [3.148, 2.894, -0.128], [2.693, 1.733, -0.724], [3.309, 1.291, -1.886], [4.369, 2.004, -2.432], [4.814, 3.163, -1.813], [4.203, 3.617, -0.653], [1.874, 1.190, -0.274], [2.963, 0.384, -2.362], [4.850, 1.653, -3.336], [5.646, 3.716, -2.231], [4.534, 4.518, -0.156], [7.009, 6.870, 3.354], [6.317, 6.293, 4.363], [6.961, 6.053, 5.560], [6.247, 5.462, 6.592], [4.915, 5.118, 6.414], [4.290, 5.368, 5.200], [4.994, 5.962, 4.163], [8.003, 6.321, 5.673], [6.736, 5.265, 7.537], [4.364, 4.649, 7.218], [3.255, 5.089, 5.056], [4.526, 6.164, 3.209], [2.389, -1.725, -3.374], [1.760, -1.630, -4.562], [1.301, -0.396, -4.985], [0.650, -0.308, -6.206], [0.470, -1.445, -6.983], [0.940, -2.671, -6.539], [1.593, -2.771, -5.318], [1.448, 0.475, -4.359], [0.283, 0.648, -6.550], [-0.046, -1.373, -7.931], [0.793, -3.558, -7.141], [1.969, -3.717, -4.952], [-2.282, -0.426, -6.234], [-2.901, -0.956, -5.156], [-2.189, -1.078, -3.980], [-2.819, -1.616, -2.870], [-4.141, -2.033, -2.950], [-4.838, -1.903, -4.144], [-4.218, -1.355, -5.260], [-1.159, -0.755, -3.939], [-2.272, -1.709, -1.941], [-4.623, -2.455, -2.083], [-5.868, -2.224, -4.210], [-4.745, -1.236, -6.198], [-7.410, -0.511, -5.443], [-7.433, 0.819, -5.669], [-6.384, 1.594, -5.218], [-6.417, 2.960, -5.457], [-7.490, 3.528, -6.130], [-8.534, 2.727, -6.571], [-8.509, 1.359, -6.344], [-5.559, 1.133, -4.691], [-5.601, 3.582, -5.115], [-7.512, 4.595, -6.311], [-9.373, 3.167, -7.093], [-9.309, 0.715, -6.683], [-0.239, -2.886, -0.557], [0.305, -3.520, 0.505], [-0.524, -3.962, 1.514], [0.040, -4.610, 2.603], [1.412, -4.798, 2.670], [2.225, -4.340, 1.643], [1.672, -3.698, 0.546], [-1.591, -3.794, 1.444], [-0.595, -4.962, 3.405], [1.849, -5.292, 3.527], [3.297, -4.472, 1.699], [2.288, -3.329, -0.263], [-4.358, -1.968, 0.169], [-5.402, -1.930, 1.020], [-5.208, -2.307, 2.333], [-6.286, -2.262, 3.204], [-7.534, -1.852, 2.753], [-7.703, -1.480, 1.427], [-6.630, -1.514, 0.548], [-4.228, -2.625, 2.662], [-6.150, -2.547, 4.238], [-8.372, -1.821, 3.436], [-8.675, -1.161, 1.072], [-6.737, -1.220, -0.488]],
  "homo_lumo_gap_ev": 6.3,
  "total_charge": -1,
  "fmax_ev_per_a": 0.59
}

---

{
  "formula": "C6H13BF10NO12P2PbS2",
  "method": "wB97M-V/def2-TZVPD",
  "elements": ["Pb", "C", "C", "O", "P", "O", "O", "O", "P", "O", "O", "O", "H", "H", "H", "H", "H", "H", "H", "F", "C", "F", "F", "S", "O", "O", "N", "S", "O", "O", "C", "F", "F", "F", "C", "C", "O", "H", "H", "H", "H", "H", "H", "F", "B", "F", "F", "F"],
  "positions_angstrom": [[-0.614, -13.911, 2.705], [-2.327, -15.182, 8.578], [-1.584, -14.538, 7.438], [-2.073, -13.293, 7.100], [-1.486, -15.718, 5.956], [-0.478, -16.830, 6.458], [-2.865, -16.420, 5.563], [-0.971, -14.878, 4.800], [0.861, -13.368, 7.494], [2.176, -13.895, 6.929], [-0.059, -14.481, 7.944], [0.278, -12.490, 6.329], [-3.213, -15.619, 8.178], [-2.492, -14.462, 9.392], [-1.735, -15.953, 9.032], [-1.388, -12.923, 6.519], [-0.711, -17.741, 6.248], [-3.119, -16.307, 4.617], [2.640, -14.549, 7.413], [1.447, -18.613, 2.216], [0.133, -18.402, 2.100], [-0.481, -19.503, 1.556], [-0.445, -18.269, 3.332], [-0.419, -17.076, 0.877], [0.201, -15.827, 1.445], [0.069, -17.594, -0.346], [-2.013, -16.927, 0.875], [-3.107, -16.010, 1.573], [-3.272, -16.371, 2.964], [-2.830, -14.562, 1.438], [-4.844, -16.501, 0.732], [-5.802, -15.826, 1.340], [-4.912, -16.209, -0.581], [-5.022, -17.814, 0.939], [2.441, -13.658, -0.004], [2.648, -12.421, 0.866], [1.900, -12.603, 2.067], [3.100, -13.591, -0.898], [1.393, -13.726, -0.299], [2.771, -14.592, 0.537], [2.350, -11.507, 0.423], [3.711, -12.333, 1.081], [1.969, -11.914, 2.757], [1.177, -12.470, 8.729], [0.670, -11.394, 5.375], [2.039, -11.413, 5.444], [0.030, -10.221, 5.710], [0.229, -11.782, 4.100]],
  "homo_lumo_gap_ev": 9.7,
  "total_charge": 1,
  "fmax_ev_per_a": 4.55
}